{
  "formula": "C2H3Cl2F",
  "method": "wB97M-V/def2-TZVPD",
  "elements": ["F", "C", "C", "Cl", "Cl", "H", "H", "H"],
  "positions_angstrom": [[1.584, 0.929, 0.231], [0.375, 0.381, 0.719], [-0.312, -0.444, -0.456], [-1.818, 0.387, -1.059], [0.749, -0.665, -1.835], [-0.268, 1.176, 1.017], [0.479, -0.330, 1.475], [-0.789, -1.434, -0.093]],
  "lowdin_charge": [-0.1021, -0.2226, -1.0421, 0.4997, 0.6029, 0.0907, 0.0896, 0.0840],
  "smiles": "FCC(Cl)Cl",
  "total_charge": 0,
  "orbital_gap_ev": 11.9,
  "relative_energy_kcal_mol": 18.3
}